Record 1
Molecular formula: C27H67BN4O13P3
Method: DFT, ωB97M-V/def2-TZVPD

Maximum force   0.172 Eh/bohr
Gap between HOMO and LUMO   5.9 eV
HOMO energy   -10.86 eV
Net charge   +1

Atoms and positions in Å:
1 C -3.9024 7.1507 5.0753
2 C -2.8340 6.5848 3.9198
3 C -2.6240 4.9647 4.0707
4 C -1.0518 4.4864 3.9209
5 C -0.9112 3.1277 4.8860
6 C 0.6109 2.4498 4.7435
7 C 0.6790 1.4568 3.4135
8 C 0.3880 -0.1119 3.8211
9 C -0.5643 -0.9287 2.7634
10 C 0.2835 -1.8654 1.7066
11 C -0.7372 -2.7956 0.7781
12 C -0.4330 -2.4086 -0.7936
13 C 1.0055 -3.1322 -1.2287
14 N 0.8338 -3.6846 -2.6443
15 C 1.7979 -3.4281 -3.5862
16 N 3.1004 -2.6646 -3.5537
17 C 2.8815 -1.6020 -4.6070
18 C 2.0763 -2.5290 -5.7428
19 B 0.7425 -1.7087 -6.3414
20 O -0.3965 -1.3491 -5.4400
21 N 0.7841 -1.3476 -7.8153
22 C 1.6039 -0.0989 -8.0868
23 C -0.5913 -1.2884 -8.4467
24 N 1.7593 -3.8771 -5.0619
25 H -4.9876 6.7346 4.8088
26 H -3.9791 8.3330 5.0409
27 H -3.5672 6.8743 6.1679
28 H -1.8442 7.2131 3.9669
29 H -3.3457 6.7623 2.8606
30 H -3.2129 4.4397 3.1889
31 H -3.0332 4.6293 5.1168
32 H -0.8158 4.1137 2.8319
33 H -0.2801 5.2639 4.3461
34 H -1.6952 2.3020 4.5521
35 H -1.0683 3.4811 6.0030
36 H 0.9239 1.8969 5.7448
37 H 1.4141 3.2904 4.5695
38 H 1.7855 1.5345 2.9762
39 H -0.0703 1.8433 2.5686
40 H 1.4063 -0.7142 3.9402
41 H -0.1134 -0.1095 4.8885
42 H -1.3205 -0.1873 2.2136
43 H -1.2503 -1.6750 3.3908
44 H 0.9426 -2.6031 2.3318
45 H 1.0034 -1.2375 0.9936
46 H -1.8715 -2.5563 0.9914
47 H -0.5229 -3.9551 0.8840
48 H -1.2279 -2.8023 -1.5581
49 H -0.3176 -1.2426 -0.9429
50 H 1.8153 -2.2597 -1.1772
51 H 1.3565 -3.9473 -0.4658
52 H -0.0197 -4.2427 -2.9507
53 H 3.4223 -2.2603 -2.6482
54 H 2.2818 -0.7614 -4.0559
55 H 3.8505 -1.2622 -5.1711
56 H 2.7524 -2.7353 -6.6799
57 H -0.1274 -0.5861 -4.8423
58 H 2.4759 -0.4134 -8.8025
59 H 2.0983 0.3002 -7.0788
60 H 0.9510 0.7748 -8.5382
61 H -0.5084 -0.9740 -9.5913
62 H -0.9992 -2.4082 -8.4573
63 H -1.3440 -0.5960 -7.8641
64 H 0.7472 -4.1063 -5.1706
65 C -2.3491 0.7400 -0.9176
66 O -2.1876 2.0718 -1.3858
67 P -3.1304 3.3330 -0.6691
68 O -3.0997 2.6321 0.6957
69 O -4.4385 2.8057 -1.5343
70 C -4.2950 2.5492 -2.9213
71 O -4.0731 4.5942 0.0475
72 C -5.4314 4.3431 0.3636
73 H -1.9371 0.0626 -1.6705
74 H -1.7912 0.5992 0.0118
75 H -3.4043 0.4943 -0.7718
76 H -4.2218 1.4703 -3.0791
77 H -3.4105 3.0432 -3.3387
78 H -5.1854 2.9157 -3.4460
79 H -5.5575 3.3706 0.8449
80 H -6.0455 4.4028 -0.5418
81 H -5.7737 5.1210 1.0517
82 C 2.1025 -6.6680 -6.1453
83 O 2.5815 -7.9446 -6.5454
84 P 1.5125 -9.0173 -7.3818
85 O 0.8059 -7.8398 -8.0667
86 O 0.7679 -9.3496 -5.9420
87 C 1.5591 -9.6670 -4.8091
88 O 0.4435 -10.0900 -8.2181
89 C -0.9079 -10.1779 -7.8012
90 H 2.7776 -6.2763 -5.3796
91 H 2.1128 -5.9806 -6.9952
92 H 1.0981 -6.7352 -5.7192
93 H 1.6138 -8.7928 -4.1556
94 H 2.5706 -9.9792 -5.0918
95 H 1.0789 -10.4828 -4.2557
96 H -1.3339 -9.1900 -7.6120
97 H -0.9852 -10.8043 -6.9056
98 H -1.4825 -10.6601 -8.5970
99 C 1.5678 3.8079 10.4616
100 O 1.4810 5.0129 9.7135
101 P 2.3814 5.1540 8.2430
102 O 2.2078 3.6579 7.9488
103 O 3.7521 5.3877 9.1399
104 C 3.7325 6.3226 10.2056
105 O 3.2817 5.2953 6.7725
106 C 4.5986 4.7748 6.7194
107 H 1.2124 4.0108 11.4755
108 H 0.9228 3.0445 10.0188
109 H 2.5990 3.4500 10.5218
110 H 3.6497 5.7830 11.1524
111 H 2.9021 7.0314 10.1121
112 H 4.6759 6.8814 10.2075
113 H 4.6572 3.7855 7.1790
114 H 5.2955 5.4642 7.2087
115 H 4.8930 4.6909 5.6696


Record 2
Molecular formula: C27H67N7O10S3
Method: DFT, ωB97M-V/def2-TZVPD

Maximum force   0.027 Eh/bohr
Gap between HOMO and LUMO   8.8 eV
HOMO energy   -8.65 eV

Atoms and positions in Å:
1 C 2.5225 4.0742 -0.1055
2 C 4.0133 4.0334 0.2118
3 O 4.8339 3.8592 -0.6737
4 N 4.3143 4.0860 1.5259
5 C 5.6663 3.9500 2.0255
6 H 2.3963 3.3895 -0.9422
7 H 2.4138 5.1088 -0.4445
8 H 1.8493 3.7890 0.6969
9 H 3.6211 4.5238 2.1076
10 H 6.3767 4.2435 1.2502
11 H 5.9167 2.8918 2.1479
12 H 5.8736 4.4642 2.9561
13 C 4.4685 0.5836 -1.7514
14 C 4.8054 1.1651 -3.1203
15 O 4.7183 0.4753 -4.1215
16 N 5.2979 2.4136 -3.0844
17 C 5.8637 3.0997 -4.2262
18 H 3.6768 1.1542 -1.2655
19 H 5.3246 0.5716 -1.0703
20 H 4.2741 -0.4771 -1.8783
21 H 5.0306 3.0014 -2.2991
22 H 6.7315 2.5416 -4.5836
23 H 6.2979 4.0450 -3.9006
24 H 5.1440 3.2746 -5.0246
25 C -2.6246 1.9548 -3.1397
26 C -3.5929 0.8220 -3.3536
27 O -3.2645 -0.3596 -3.4030
28 N -4.9062 1.1737 -3.4345
29 C -6.0351 0.2844 -3.5478
30 H -2.9348 2.6236 -2.3344
31 H -2.5872 2.5480 -4.0559
32 H -1.6474 1.5532 -2.8890
33 H -5.1478 2.1452 -3.5654
34 H -6.6037 0.4897 -4.4575
35 H -6.7299 0.4129 -2.7093
36 H -5.7054 -0.7511 -3.5396
37 C -1.5557 -3.3086 -2.9654
38 C -0.9004 -4.1129 -4.0565
39 O -0.3581 -3.5771 -5.0048
40 N -1.0292 -5.4552 -3.9761
41 C -0.3809 -6.3844 -4.8740
42 H -1.3630 -3.6067 -1.9369
43 H -2.6203 -3.4362 -3.1830
44 H -1.2256 -2.2921 -3.1586
45 H -1.5776 -5.8649 -3.2423
46 H -0.7317 -6.2702 -5.9000
47 H -0.5854 -7.4098 -4.5725
48 H 0.7019 -6.2549 -4.8776
49 C -4.8599 0.2578 1.2221
50 C -5.6869 1.5174 1.0288
51 O -6.2140 2.0690 1.9861
52 N -5.8326 1.9300 -0.2458
53 C -6.7878 2.9570 -0.6099
54 H -4.4185 -0.0746 0.2811
55 H -5.5337 -0.5363 1.5400
56 H -4.0711 0.4585 1.9435
57 H -5.4425 1.4148 -1.0150
58 H -7.6018 3.0427 0.1056
59 H -7.1849 2.7157 -1.5962
60 H -6.3683 3.9635 -0.6907
61 C -5.0699 3.9921 5.1590
62 C -3.8199 4.2597 4.3222
63 O -3.0376 5.1612 4.5617
64 N -3.6959 3.3884 3.2870
65 C -2.4411 3.1771 2.6112
66 H -5.1744 4.5483 6.0832
67 H -5.0199 2.9444 5.4695
68 H -5.9154 4.0908 4.4751
69 H -4.5437 3.0021 2.9030
70 H -2.5664 2.6086 1.6919
71 H -1.7557 2.5822 3.2226
72 H -1.8594 4.0574 2.3370
73 C 1.8221 -3.5332 -1.8329
74 C 3.0927 -3.4394 -1.0237
75 O 3.4281 -2.3461 -0.5664
76 N 3.8070 -4.5690 -0.7741
77 C 4.0041 -5.7148 -1.6540
78 H 0.9713 -3.1361 -1.2783
79 H 1.5564 -4.5843 -1.9768
80 H 1.8826 -2.9601 -2.7560
81 H 4.5608 -4.3481 -0.1357
82 H 3.4024 -5.5521 -2.5457
83 H 3.6446 -6.6112 -1.1435
84 H 5.0416 -5.8673 -1.9410
85 C 5.7039 -3.3742 3.4433
86 S 4.9498 -1.7572 3.8804
87 O 6.0499 -0.8690 4.3480
88 C 4.5206 -1.2445 2.2064
89 H 6.5097 -3.2643 2.7234
90 H 4.9589 -4.0860 3.0770
91 H 5.9679 -3.7665 4.4247
92 H 5.3742 -1.4855 1.5724
93 H 4.3205 -0.1791 2.2633
94 H 3.6955 -1.8433 1.8257
95 C -1.3223 -0.1007 -0.0348
96 S 0.0680 1.0763 0.0648
97 O -0.2414 2.0852 1.1261
98 C 1.2729 -0.0862 0.7532
99 H -2.1445 0.5227 -0.3803
100 H -1.5022 -0.4569 0.9776
101 H -1.0686 -0.8566 -0.7729
102 H 1.3240 -0.9760 0.1252
103 H 1.0020 -0.4416 1.7528
104 H 2.2372 0.4065 0.8536
105 C -1.7756 -0.2736 4.2746
106 S -1.8566 -2.0811 3.8892
107 O -0.4977 -2.6330 4.1916
108 C -2.9673 -2.5369 5.2497
109 H -0.9137 -0.2168 4.9333
110 H -2.7297 -0.0036 4.7293
111 H -1.7097 0.3465 3.3823
112 H -2.7469 -3.5575 5.5539
113 H -3.9351 -2.5050 4.7467
114 H -2.8814 -1.8940 6.1217


Record 3
Molecular formula: C27H67NO7
Method: DFT, ωB97M-V/def2-TZVPD

Maximum force   0.067 Eh/bohr
Relative energy (zero: lowest compared OMol25 entry of this formula, charge and spin)   20.5 kcal per mole
Gap between HOMO and LUMO   9.7 eV
HOMO energy   -9.43 eV
Structure (SMILES)   CC1(C)CCCC(C)(C)N1O.CC(C)O.CC(C)O.CC(C)O.CC(C)O.CC(C)O.CC(C)O

Atoms and positions in Å:
1 C 2.7724 3.7858 1.1959
2 C 2.2592 2.5778 0.4699
3 C 1.5823 3.0230 -0.8290
4 C 3.4206 1.6647 0.2021
5 C 3.9267 0.9649 1.4648
6 C 2.7537 0.2672 2.2334
7 C 1.6284 1.1989 2.5514
8 C 0.4406 0.3037 2.9622
9 C 1.8830 2.1730 3.7391
10 N 1.2392 1.8304 1.2378
11 O 0.1733 2.7065 1.5646
12 H 2.0876 4.3533 1.7684
13 H 3.6907 3.6582 1.7723
14 H 3.0535 4.5752 0.4895
15 H 2.1885 2.8593 -1.7547
16 H 0.6377 2.4828 -0.9630
17 H 1.2951 4.0843 -0.7890
18 H 2.9626 0.9481 -0.4616
19 H 4.2988 2.1855 -0.2546
20 H 4.5290 0.0790 1.2433
21 H 4.5675 1.6306 2.0754
22 H 3.1558 -0.0916 3.2473
23 H 2.3960 -0.5565 1.6485
24 H -0.0027 -0.2159 2.0956
25 H -0.3004 0.9556 3.3700
26 H 0.7588 -0.4312 3.7004
27 H 1.1537 2.9630 3.8936
28 H 2.8425 2.6580 3.5511
29 H 1.9389 1.6431 4.7167
30 H 0.4731 3.3596 2.2085
31 C -2.2517 5.1788 -2.1683
32 C -1.8041 3.8177 -2.5349
33 C -2.8445 2.7425 -2.4140
34 O -1.2582 3.7954 -3.8870
35 H -1.4024 5.8343 -2.2681
36 H -2.5642 5.2561 -1.0633
37 H -3.0991 5.5135 -2.8515
38 H -0.9769 3.4967 -1.8944
39 H -3.0763 2.3846 -1.4184
40 H -2.4551 1.9650 -3.1071
41 H -3.7744 3.0665 -2.7954
42 H -0.9488 4.6967 -4.0606
43 C 0.7922 -5.3394 2.7149
44 C -0.3161 -5.2097 1.6347
45 C -1.3372 -4.1666 1.9192
46 O 0.1770 -5.1228 0.3082
47 H 0.9651 -4.2810 3.0037
48 H 1.7148 -5.7229 2.4109
49 H 0.3476 -5.8424 3.5778
50 H -0.8747 -6.1312 1.6248
51 H -0.9378 -3.1713 1.9436
52 H -1.8413 -4.2945 2.8778
53 H -2.0800 -4.2877 1.0965
54 H 0.7763 -4.3030 0.2177
55 C 0.4254 1.5908 -6.3735
56 C -0.8486 0.8426 -6.1670
57 C -0.8387 -0.1433 -4.9931
58 O -2.0016 1.7156 -6.0318
59 H 1.3193 0.9843 -6.3284
60 H 0.5073 2.3662 -5.6368
61 H 0.3260 2.0810 -7.3115
62 H -1.0560 0.2641 -7.0551
63 H -0.0175 -0.8226 -5.0258
64 H -1.8138 -0.5705 -4.9159
65 H -0.6932 0.3808 -4.0281
66 H -1.6195 2.3542 -5.4172
67 C -1.0917 -1.7696 -1.8608
68 C -0.9427 -0.4335 -1.1227
69 C -1.9565 -0.1460 -0.0869
70 O 0.3994 -0.4431 -0.5079
71 H -0.4403 -1.7391 -2.7171
72 H -2.1025 -1.8395 -2.2452
73 H -0.8516 -2.6333 -1.1795
74 H -0.9407 0.4443 -1.7897
75 H -2.0634 -1.0274 0.5778
76 H -2.9504 -0.0411 -0.4687
77 H -1.7131 0.8154 0.3987
78 H 0.4423 0.3172 0.1796
79 C 4.0974 -3.5274 0.0552
80 C 3.1076 -2.4927 -0.4785
81 C 2.9652 -2.4259 -1.9746
82 O 1.8632 -2.8642 0.1909
83 H 5.0421 -3.3817 -0.4411
84 H 3.6228 -4.4879 -0.1518
85 H 4.2633 -3.5541 1.1510
86 H 3.3498 -1.4994 -0.1824
87 H 2.1954 -1.7226 -2.2466
88 H 2.7986 -3.3650 -2.5079
89 H 3.8920 -2.0165 -2.3449
90 H 1.1909 -2.2272 -0.1589
91 C -4.0575 -2.6522 4.3709
92 C -4.4114 -1.1999 4.4127
93 C -4.2146 -0.5445 3.0523
94 O -5.8105 -1.1858 4.7797
95 H -4.6049 -3.1588 3.6014
96 H -4.2258 -2.9767 5.4160
97 H -3.0119 -2.7148 4.1413
98 H -3.7650 -0.7269 5.1143
99 H -3.1497 -0.4819 2.7446
100 H -4.5847 0.5264 2.9984
101 H -4.6959 -1.0383 2.2363
102 H -6.0709 -0.3412 5.1114


Record 4
Molecular formula: C27H67O12PS
Method: DFT, ωB97M-V/def2-TZVPD

Maximum force   0.006 Eh/bohr
Relative energy (zero: lowest compared OMol25 entry of this formula, charge and spin)   0.0 kcal per mole
Gap between HOMO and LUMO   8.6 eV
HOMO energy   -7.95 eV
Structure (SMILES)   CCSC[PH4].COCCOCCOC.COCCOCCOC.COCCOCCOC.COCCOCCOC

Atoms and positions in Å:
1 C 3.0727 -1.1325 0.8763
2 C 3.7223 -1.6652 -0.3893
3 S 4.9398 -2.9841 -0.0567
4 C 4.3319 -4.4020 -0.9808
5 P 2.5770 -5.0554 -0.5985
6 H 2.2732 -1.7844 1.2338
7 H 2.6556 -0.1395 0.6907
8 H 3.7916 -1.0381 1.6911
9 H 4.2462 -0.8726 -0.9255
10 H 2.9821 -2.0544 -1.0885
11 H 4.4616 -4.2786 -2.0632
12 H 4.9935 -5.2103 -0.6497
13 H 2.9086 -5.0922 0.7895
14 H 1.9580 -3.9499 -1.2348
15 H 2.8360 -6.1712 -1.4427
16 H 1.2550 -5.6020 -0.2936
17 C -1.3644 -11.4349 -4.7388
18 O -0.4668 -10.4290 -5.1431
19 C -1.1301 -9.2514 -5.5516
20 C -0.1358 -8.1262 -5.7361
21 O 0.3150 -7.5766 -4.5064
22 C 1.4359 -8.2192 -3.9181
23 C 2.7596 -7.7209 -4.4532
24 O 3.0264 -8.2801 -5.7214
25 C 4.1341 -7.6774 -6.3469
26 H -2.0401 -11.7228 -5.5536
27 H -0.7753 -12.3019 -4.4470
28 H -1.9748 -11.1076 -3.8891
29 H -1.8760 -8.9581 -4.8003
30 H -1.6587 -9.4191 -6.5019
31 H -0.6455 -7.3145 -6.2590
32 H 0.7036 -8.4678 -6.3454
33 H 1.3673 -9.3039 -4.0247
34 H 1.3930 -7.9679 -2.8557
35 H 3.5568 -7.9878 -3.7430
36 H 2.7256 -6.6243 -4.5229
37 H 3.9688 -6.6053 -6.5057
38 H 4.2746 -8.1668 -7.3083
39 H 5.0470 -7.7972 -5.7505
40 C 1.7662 1.0459 -1.9291
41 O 2.9596 1.7761 -1.7500
42 C 3.7944 1.7230 -2.8905
43 C 4.9467 2.6949 -2.7497
44 O 4.5315 4.0432 -2.9099
45 C 4.1414 4.6811 -1.7046
46 C 5.2756 5.3963 -1.0086
47 O 6.1171 4.4584 -0.3718
48 C 7.3040 5.0435 0.1093
49 H 1.9784 -0.0128 -2.1235
50 H 1.1912 1.1256 -1.0083
51 H 1.1657 1.4356 -2.7573
52 H 3.2137 1.9778 -3.7877
53 H 4.1946 0.7072 -3.0280
54 H 5.6574 2.4872 -3.5520
55 H 5.4469 2.5544 -1.7890
56 H 3.6815 3.9600 -1.0260
57 H 3.3929 5.4269 -1.9816
58 H 4.8551 6.0988 -0.2736
59 H 5.8466 5.9800 -1.7431
60 H 7.8886 5.4872 -0.7048
61 H 7.8872 4.2583 0.5855
62 H 7.0946 5.8278 0.8468
63 C 0.5962 4.1336 -2.2925
64 O 0.0031 3.5847 -1.1372
65 C 0.7828 3.8257 0.0173
66 C 0.0269 3.4085 1.2588
67 O -0.9993 4.3205 1.6224
68 C -2.2582 4.1021 1.0029
69 C -3.1214 3.1131 1.7541
70 O -2.6869 1.7897 1.5151
71 C -3.2732 0.8727 2.4080
72 H 1.5926 3.7070 -2.4593
73 H -0.0434 3.8949 -3.1403
74 H 0.7009 5.2223 -2.2118
75 H 1.0356 4.8936 0.0838
76 H 1.7267 3.2640 -0.0334
77 H 0.7340 3.4017 2.0908
78 H -0.3748 2.4008 1.1282
79 H -2.1359 3.7814 -0.0339
80 H -2.7696 5.0667 1.0152
81 H -4.1683 3.2317 1.4363
82 H -3.0701 3.3336 2.8282
83 H -3.0092 1.1044 3.4471
84 H -2.9015 -0.1180 2.1546
85 H -4.3673 0.8738 2.3270
86 C -3.2246 3.3251 6.5208
87 O -4.4388 4.0271 6.3978
88 C -4.8481 4.1446 5.0518
89 C -6.2797 4.6256 4.9685
90 O -7.2238 3.6058 5.2598
91 C -7.5520 3.4485 6.6323
92 C -8.6783 4.3536 7.0812
93 O -8.2093 5.6750 7.2469
94 C -9.2571 6.5914 7.4543
95 H -2.4131 3.8258 5.9782
96 H -2.9718 3.2875 7.5783
97 H -3.3150 2.3033 6.1327
98 H -4.7664 3.1714 4.5475
99 H -4.1981 4.8551 4.5188
100 H -6.4693 4.9251 3.9356
101 H -6.4218 5.4917 5.6184
102 H -6.6754 3.6036 7.2651
103 H -7.8900 2.4164 6.7437
104 H -9.0868 3.9708 8.0284
105 H -9.4842 4.3294 6.3352
106 H -9.9478 6.6079 6.6031
107 H -8.8121 7.5766 7.5765
108 H -9.8324 6.3471 8.3558


Question: Among the records above, which one has the lowest gap between HOMO and LUMO?
Answer: C27H67BN4O13P3